[1]
This record from OMol25 describes 2 unconnected molecules or ions with the total composition C4H2O2 in a non-equilibrium geometry. The level of theory is ωB97M-V/def2-TZVPD.

Geometry as ORCA input:
```
! wB97M-V def2-TZVPD RIJCOSX def2/J DEFGRID3
* xyz 0 1
C -2.170 0.732 -0.475
C -2.754 0.996 -1.459
C 1.565 -0.607 0.039
C -0.537 0.044 0.658
O 2.042 0.235 0.700
O 0.159 -0.768 -0.025
H 1.808 -1.373 -0.763
H -0.113 0.742 1.325
*
```

Summary:
* E_tot: -8264.756 eV
* E_HOMO (alpha / beta): -10.65 / -9.07 eV
* gap between HOMO and LUMO (alpha / beta): 9.77 / 6.63 eV



[2]
This record from OMol25 describes a single C4H2O2 molecule. The level of theory is ωB97M-V/def2-TZVPD.

Geometry as ORCA input:
```
! wB97M-V def2-TZVPD RIJCOSX def2/J DEFGRID3
* xyz 0 1
O 1.017 1.183 1.883
C -0.055 1.332 1.351
C -0.660 0.231 0.615
C -0.560 -0.556 -0.299
C 0.083 -1.321 -1.353
O -0.399 -2.180 -2.042
H -0.566 2.303 1.281
H 1.139 -0.991 -1.437
*
```

Summary:
* E_tot: -8271.764 eV
* E_HOMO: -10.94 eV
* gap between HOMO and LUMO: 10.02 eV



[3]
This record from OMol25 describes a molecular structure, C4H2O2Rb in a non-equilibrium geometry. The level of theory is ωB97M-V/def2-TZVPD.

Geometry as ORCA input:
```
! wB97M-V def2-TZVPD RIJCOSX def2/J DEFGRID3
* xyz 0 2
H 0.969 -2.549 -0.362
O -2.106 0.742 -2.282
O -1.138 0.667 -1.349
C 1.009 -1.469 -0.357
C 0.822 -0.271 -0.063
Rb -2.937 -1.600 -0.880
C 1.151 1.477 1.850
C 1.054 0.651 0.968
H 1.176 2.353 2.476
*
```

Summary:
* ⟨S²⟩: 0.76
* E_tot: -8921.975 eV
* E_HOMO (alpha / beta): -6.35 / -5.82 eV
* gap between HOMO and LUMO (alpha / beta): 5.48 / 4.95 eV



[4]
This record from OMol25 describes a gas-phase ion, C4H2O2S3 (charge -2) in a non-equilibrium geometry. The level of theory is ωB97M-V/def2-TZVPD.

Geometry as ORCA input:
```
! wB97M-V def2-TZVPD RIJCOSX def2/J DEFGRID3
* xyz -2 1
C -0.818 -1.415 1.055
C -1.094 0.660 -0.098
C 0.267 -1.077 0.371
C 0.122 0.128 -0.425
O 0.995 1.766 -2.383
O 1.847 2.031 -0.155
S 1.577 -2.158 0.528
S -2.111 -0.281 0.924
S 1.648 1.031 -1.228
H -0.901 -2.255 1.683
H -1.532 1.571 -0.271
*
```

Summary:
* E_tot: -40779.342 eV
* E_HOMO: 0.70 eV
* gap between HOMO and LUMO: 4.58 eV